Below is one molecule with the formula C4H5N, with properties calculated with the ωB97M-V functional and the def2-TZVPD basis.

```
10
Properties=species:S:1:pos:R:3:forces:R:3
H 1.132228 0.205139 -1.923164 -0.09 0.06 0.18
C -0.398697 0.230415 1.052640 0.05 0.08 0.07
H -0.456288 -1.922592 -1.324080 0.36 -0.11 0.11
H -0.188400 0.372961 2.117890 0.12 -0.36 -0.24
C -0.182538 -1.124927 -0.638517 -0.05 -0.18 0.14
C 0.519916 0.892114 0.065972 -0.12 -0.12 -0.11
N -0.623847 -1.129411 0.570008 -0.12 0.15 -0.44
C 0.593585 0.068545 -0.991777 0.01 -0.03 0.05
H 1.037834 1.840395 0.187965 -0.34 -0.15 0.00
H -1.433793 0.567362 0.883062 0.17 0.66 0.26
```
Positions in Å, forces in eV/Å.

## Properties
HOMO-LUMO gap in Ha: 0.383
Largest force on an atom in eV/A: 0.73
ΔE to the lowest compared entry with this formula, charge and spin in eV: 0.974
SMILES: C1=CCN=C1
HOMO energy in eV: -9.530
Multiplicity: 1


Below is a 2-piece molecular cluster, C4H5N overall in a non-equilibrium geometry, with properties calculated with the ωB97M-V functional and the def2-TZVPD basis.

```
10
Properties=species:S:1:pos:R:3:forces:R:3
N 1.936766 -1.343388 -1.607724 0.30 -0.38 0.20
C 0.091279 1.750373 -2.618191 2.30 -4.80 1.82
C 1.320679 -0.412558 -1.869576 -0.10 -0.20 -0.32
C -0.831427 -1.649082 0.426356 0.97 1.16 0.19
H -0.188378 2.729403 -2.604887 -0.93 2.01 -0.48
C 0.601554 0.692496 -2.240124 -1.47 3.39 -1.31
H -0.693022 -0.601435 -0.028418 -0.50 -1.48 1.06
H -0.519524 -1.705817 1.487568 0.36 0.47 -0.61
H -1.867017 -1.945853 0.513990 -0.28 -0.10 -0.81
H -0.172391 -2.305218 -0.162102 -0.66 -0.06 0.25
```
Positions in Å, forces in eV/Å.

## Properties
HOMO-LUMO gap in Ha: 0.413
Largest force on an atom in eV/A: 5.63
ΔE to the lowest compared entry with this formula, charge and spin in eV: 2.811
SMILES: C#CC#N.C
HOMO energy in eV: -11.140
Multiplicity: 1


Below is one molecule with the formula C4H5N in a non-equilibrium geometry, with properties calculated with the ωB97M-V functional and the def2-TZVPD basis.

```
10
Properties=species:S:1:pos:R:3:forces:R:3
H 3.225766 0.080314 0.226872 0.07 0.02 -0.06
C -1.042521 0.757214 -0.073246 -0.06 -0.36 -0.45
H -0.741054 -0.935080 -1.556559 -0.75 1.47 0.33
C 1.024620 -0.438725 0.236261 0.76 -0.02 0.11
H -0.505514 1.487368 -0.678464 0.25 -0.56 0.17
N -1.317132 -0.650551 -0.734656 -0.04 0.75 0.24
C 2.183506 -0.118955 0.225569 -0.14 -0.46 -0.05
C -0.401960 -0.492707 0.364838 0.31 -0.02 0.62
H -0.829473 -0.960190 1.240621 0.46 0.10 0.47
H -1.596234 1.271308 0.748763 -0.87 -0.94 -1.39
```
Positions in Å, forces in eV/Å.

## Properties
HOMO-LUMO gap in Ha: 0.380
Largest force on an atom in eV/A: 1.89
ΔE to the lowest compared entry with this formula, charge and spin in eV: 3.748
SMILES: C#C[C@H]1CN1
HOMO energy in eV: -9.227
Multiplicity: 1


Below is an isolated ion of composition C4H5N2 and charge +1 in a non-equilibrium geometry, with properties calculated with the ωB97M-V functional and the def2-TZVPD basis.

```
11
Properties=species:S:1:pos:R:3:forces:R:3
H 0.424378 1.152118 2.151762 0.44 0.22 0.08
C -0.734384 -0.449409 2.053246 -0.33 -0.68 0.02
C -0.058780 -0.450506 -0.760934 0.77 3.60 0.30
H 0.780088 0.859034 -2.130728 -0.43 0.05 -0.78
H -0.449460 -1.347509 -0.469689 -1.22 -2.22 0.55
N 0.163101 0.395506 1.533709 -0.07 1.50 -1.04
C 0.205665 -0.053903 -2.021482 0.41 -2.43 -0.43
H 0.911979 1.339625 -0.144221 -0.01 0.80 0.30
N -1.573022 -1.144209 2.391115 -0.50 -0.58 0.39
H 0.040957 -0.850069 -2.825853 0.24 1.82 0.76
C 0.289478 0.549322 0.223075 0.72 -2.08 -0.15
```
Positions in Å, forces in eV/Å.

## Properties
HOMO-LUMO gap in Ha: 0.342
Largest force on an atom in eV/A: 3.69
ΔE to the lowest compared entry with this formula, charge and spin in eV: 1.170
SMILES: C=C/C=[NH+]\C#N
HOMO energy in eV: -16.087
Multiplicity: 1
Charge: +1


Below is an isolated ion of composition C4H5N2O and charge +1 in a non-equilibrium geometry, with properties calculated with the ωB97M-V functional and the def2-TZVPD basis.

```
12
Properties=species:S:1:pos:R:3:forces:R:3
C -1.017317 0.659908 0.168641 2.73 -0.51 1.31
H -0.980402 -1.129959 -0.789516 -0.65 0.47 -0.46
C 1.884120 -1.062362 0.381654 2.13 1.23 -2.00
O 0.558881 -1.305386 0.121894 0.30 0.76 1.20
H -0.182603 1.004384 0.734669 -0.49 2.66 1.23
H -2.733442 1.886665 -0.053328 1.40 -2.26 0.04
C 2.626692 0.102791 0.441226 -2.34 -0.68 -0.83
H 2.319306 -2.085893 0.148967 -0.29 1.21 1.11
H -2.689278 0.185049 -0.630901 -0.69 0.27 -0.20
N -0.481928 -0.417862 -0.271203 0.38 -4.19 -2.30
C 2.933809 1.235199 -0.132045 -0.36 -1.69 1.01
N -2.237842 0.927467 -0.120055 -2.12 2.74 -0.12
```
Positions in Å, forces in eV/Å.

## Properties
HOMO-LUMO gap (alpha / beta) in Ha: 0.319 / 0.319
Largest force on an atom in eV/A: 4.79
ΔE to the lowest compared entry with this formula, charge and spin in eV: 7.058
HOMO energy (alpha / beta) in eV: -14.083 / -14.084
Multiplicity: 1
Charge: +1


Below is an isolated ion of composition C4H5N2O2 and charge +1 in a non-equilibrium geometry, with properties calculated with the ωB97M-V functional and the def2-TZVPD basis.

```
13
Properties=species:S:1:pos:R:3:forces:R:3
C 1.201957 0.364857 -1.171129 0.64 -0.81 0.98
O 2.231782 0.593750 -1.641212 -0.38 0.38 0.73
H 1.207197 0.518460 2.723426 -1.45 -0.64 -0.24
H 2.594645 0.887871 1.830928 -1.32 -0.06 -1.85
C 1.510912 0.570491 1.684921 1.83 0.14 -0.07
C -0.919318 -0.334414 -0.677862 -1.06 -0.41 -0.09
H -0.941466 -0.660544 1.389721 1.34 0.67 -0.78
N -0.319089 -0.453557 0.570189 -0.32 0.16 1.02
H -2.478489 -0.343684 -2.135272 0.67 -0.24 0.05
N 0.891045 0.228648 0.603958 -0.24 -0.25 0.88
O 0.058170 -0.034405 -1.574984 0.82 0.75 -1.44
C -2.141673 -0.549510 -1.121995 1.31 1.01 -1.08
H -2.895674 -0.787962 -0.480690 -1.83 -0.70 1.89
```
Positions in Å, forces in eV/Å.

## Properties
HOMO-LUMO gap in Ha: 0.319
Largest force on an atom in eV/A: 2.73
ΔE to the lowest compared entry with this formula, charge and spin in eV: 1.951
SMILES: C=c1[nH][n+](=C)c(=O)o1
HOMO energy in eV: -13.830
Multiplicity: 1
Charge: +1


Below is a 2-piece molecular cluster, C4H5N2O2S overall in a non-equilibrium geometry, with properties calculated with the ωB97M-V functional and the def2-TZVPD basis.

```
14
Properties=species:S:1:pos:R:3:forces:R:3
C 1.440499 -0.666805 -0.700805 4.11 0.44 0.71
O -3.127736 -1.654903 -0.573120 0.18 0.01 -0.82
C 0.955790 0.611988 -0.118101 0.22 -2.67 0.17
H 0.909257 -1.390735 -1.259869 -1.06 -0.27 -0.23
H -1.040808 1.096539 0.072338 -2.27 -1.92 -1.08
H 2.556592 -0.757511 -0.916493 -1.38 0.64 -0.39
N 1.557814 3.041560 -0.302270 0.33 -1.04 -0.01
C 1.279097 -0.542549 0.805044 -2.79 0.46 -1.18
H 1.945970 -0.459952 1.637430 0.76 -0.24 -0.15
C 1.421626 1.877538 -0.233914 -0.15 2.54 0.00
N -1.642396 0.328224 -0.457375 3.32 2.66 0.24
S -2.989925 -0.268426 -0.110522 -1.44 -1.63 1.07
O -3.599999 -0.163032 1.218828 0.19 1.00 0.41
H 0.334213 -1.051932 0.938831 -0.02 0.00 1.27
```
Positions in Å, forces in eV/Å.

## Properties
HOMO-LUMO gap (alpha / beta) in Ha: 0.313 / 0.183
Largest force on an atom in eV/A: 4.27
ΔE to the lowest compared entry with this formula, charge and spin in eV: 6.133
HOMO energy (alpha / beta) in eV: -5.129 / -3.063
Multiplicity: 1
Charge: -1


Below is a 2-piece molecular cluster, C4H5N2O2S overall in a non-equilibrium geometry, with properties calculated with the ωB97M-V functional and the def2-TZVPD basis.

```
14
Properties=species:S:1:pos:R:3:forces:R:3
H -1.907176 -1.047440 -2.623562 0.48 0.64 1.54
C -1.464677 -0.448990 -1.773879 -0.61 -0.90 -2.54
H -0.782912 0.336080 -1.895287 1.44 0.94 -0.64
C 0.438570 -0.098555 1.680790 -0.95 1.68 -1.48
S 1.956333 -1.649295 -0.067051 -0.35 -0.07 -0.11
N -2.388929 -0.523872 0.426419 -0.14 0.06 0.08
C 1.279136 1.092759 -0.352158 -0.29 -0.81 -0.37
H -0.693113 0.027589 1.534791 1.87 -0.30 0.63
H 0.890907 0.839280 2.100322 -0.62 -0.94 -0.41
O 1.973352 1.715363 0.443163 1.15 0.97 0.74
H 0.732297 -0.922287 2.234806 -0.13 -1.65 1.61
N -1.932083 -0.460887 -0.609604 -1.68 -0.95 1.21
O 0.796036 1.463633 -1.425046 -0.46 -0.40 -0.49
C 1.102265 -0.323378 0.326301 0.30 1.75 0.23
```
Positions in Å, forces in eV/Å.

## Properties
HOMO-LUMO gap in Ha: 0.280
Largest force on an atom in eV/A: 2.76
ΔE to the lowest compared entry with this formula, charge and spin in eV: 3.137
HOMO energy in eV: -4.119
Multiplicity: 1
Charge: -1